# 1
# C57H63Cl2N5O4P2Sc

C57H63Cl2N5O4P2Sc as an isolated structure (ωB97M-V/def2-TZVPD, OMol25).

Atoms and positions in Å:
Sc: -0.268 -0.299 -0.661
C: 0.210 -3.082 4.117
N: -0.480 -2.059 3.342
C: -1.811 -1.661 3.785
C: 0.041 -1.540 2.230
O: -0.544 -0.683 1.554
C: 1.413 -2.013 1.778
O: 1.499 -1.740 0.402
C: 2.767 -1.377 -0.094
C: 2.775 0.139 -0.272
O: 1.690 0.728 -0.148
N: 3.906 0.768 -0.564
C: 3.917 2.206 -0.783
C: 5.172 0.083 -0.761
H: -0.284 -3.165 5.083
H: 1.250 -2.808 4.294
H: 0.170 -4.057 3.627
H: -1.785 -1.420 4.847
H: -2.521 -2.474 3.623
H: -2.126 -0.780 3.232
H: 1.548 -3.085 1.951
H: 2.163 -1.459 2.357
H: 2.887 -1.867 -1.065
H: 3.563 -1.709 0.578
H: 2.919 2.601 -0.623
H: 4.225 2.413 -1.809
H: 4.619 2.674 -0.090
H: 5.025 -0.972 -0.971
H: 5.816 0.191 0.115
H: 5.673 0.525 -1.621
N: -2.326 0.873 -0.406
C: -3.653 0.487 0.113
C: -4.459 -0.302 -0.914
C: -4.292 -1.817 -0.891
C: -2.956 -2.358 -1.373
N: -1.884 -2.087 -0.398
H: -1.915 1.540 0.251
H: -2.472 1.411 -1.260
H: -4.207 1.394 0.378
H: -3.512 -0.086 1.034
H: -4.214 0.082 -1.911
H: -5.517 -0.079 -0.753
H: -5.081 -2.261 -1.500
H: -4.461 -2.179 0.131
H: -2.663 -1.901 -2.322
H: -3.052 -3.436 -1.544
H: -1.118 -2.723 -0.610
H: -2.207 -2.340 0.533
C: -1.308 8.016 0.411
C: -0.048 7.163 0.180
C: 1.174 8.082 0.006
C: 0.175 6.259 1.380
C: 0.361 6.810 2.645
C: 0.585 6.022 3.763
C: 0.607 4.646 3.619
C: 0.412 4.057 2.374
P: 0.358 2.233 2.218
C: -0.870 1.930 3.549
C: -0.638 1.532 4.860
C: -1.698 1.326 5.735
C: -3.004 1.520 5.316
C: -3.248 1.938 4.013
C: -2.191 2.135 3.142
C: 2.017 1.880 2.913
C: 3.072 2.681 2.465
C: 4.379 2.424 2.844
C: 4.667 1.360 3.690
C: 3.634 0.552 4.134
C: 2.324 0.802 3.737
C: 0.212 4.875 1.269
O: 0.085 4.223 0.074
C: -0.128 4.936 -1.071
C: -0.244 4.188 -2.236
C: -0.469 4.866 -3.434
C: -0.579 6.243 -3.473
C: -0.451 6.958 -2.294
C: -0.219 6.327 -1.077
P: -0.071 2.358 -2.307
C: 1.499 2.264 -3.269
C: 2.157 3.373 -3.800
C: 3.412 3.245 -4.375
C: 4.044 2.009 -4.421
C: 3.410 0.905 -3.869
C: 2.158 1.037 -3.288
C: -1.598 1.999 -3.309
C: -1.766 0.742 -3.881
C: -2.957 0.382 -4.494
C: -4.037 1.251 -4.494
C: -3.915 2.476 -3.853
C: -2.712 2.848 -3.269
H: -1.208 8.620 1.312
H: -2.188 7.381 0.522
H: -1.477 8.694 -0.424
H: 1.318 8.705 0.888
H: 1.043 8.740 -0.852
H: 2.078 7.492 -0.149
H: 0.339 7.885 2.757
H: 0.736 6.476 4.731
H: 0.772 4.014 4.483
H: 0.371 1.421 5.233
H: -1.496 1.026 6.755
H: -3.825 1.362 6.001
H: -4.262 2.113 3.679
H: -2.392 2.474 2.130
H: 2.863 3.525 1.821
H: 5.176 3.067 2.493
H: 5.683 1.177 4.013
H: 3.844 -0.273 4.804
H: 1.541 0.142 4.086
H: -0.569 4.295 -4.348
H: -0.758 6.752 -4.409
H: -0.523 8.036 -2.322
H: 1.712 4.360 -3.774
H: 3.894 4.121 -4.790
H: 5.017 1.911 -4.884
H: 3.879 -0.070 -3.902
H: 1.663 0.168 -2.862
H: -0.958 0.029 -3.830
H: -3.036 -0.592 -4.959
H: -4.966 0.974 -4.972
H: -4.754 3.157 -3.813
H: -2.663 3.811 -2.780
Cl: 0.568 -0.682 -5.283
C: 0.616 -2.233 -4.470
C: 0.823 -3.295 -5.331
C: 0.927 -4.592 -4.863
C: 0.844 -4.780 -3.496
C: 0.641 -3.704 -2.653
Cl: 0.644 -4.173 -0.950
C: 0.465 -2.335 -3.050
N: 0.219 -1.304 -2.213
H: 0.907 -3.085 -6.388
H: 1.080 -5.421 -5.535
H: 0.945 -5.766 -3.065

## Properties
- 2S+1 = 1
- maximum force (hartree/bohr) = 0.019
- gap between HOMO and LUMO (eV) = 6.8158
- LUMO level (eV) = -1.72
- total charge = +1
- total energy (eV) = -140094.978

# 2
# C3H31N2O12S

A 12-piece molecular cluster, C3H31N2O12S overall at a distorted geometry (ωB97M-V/def2-TZVPD, OMol25).

Atoms and positions in Å:
N: 0.605 1.040 0.223
C: -0.191 -0.168 0.575
C: 0.619 -1.361 1.078
S: 0.912 -1.181 2.788
C: -1.006 -0.579 -0.796
N: -2.096 -1.299 -0.710
O: -0.421 -0.424 -1.904
H: 1.306 1.291 0.937
H: 1.106 0.636 -0.643
H: -0.072 1.867 0.043
H: -1.018 0.187 1.280
H: 0.221 -2.282 0.595
H: 1.614 -1.645 0.713
H: 0.242 -2.257 3.203
H: -2.264 -1.913 -1.492
H: -2.593 -1.626 0.182
H: 2.846 -2.836 0.774
H: 2.719 -4.202 0.596
O: 3.147 -3.478 0.191
H: -5.334 1.585 0.788
H: -5.057 0.520 -0.095
O: -5.058 0.784 0.810
H: 3.236 0.397 -2.001
H: 4.736 0.220 -2.003
O: 3.893 0.275 -1.446
H: 2.801 2.324 1.946
H: 1.536 2.440 2.874
O: 1.910 2.005 2.265
H: -1.217 -4.771 2.694
H: -2.500 -4.146 2.007
O: -1.535 -4.446 1.736
H: -3.505 0.625 1.641
H: -3.100 -0.440 2.667
O: -2.840 -0.196 1.824
H: -1.436 1.941 -2.451
H: -1.315 2.937 -1.149
O: -1.026 2.019 -1.586
H: -0.590 -0.122 -5.247
H: -1.267 -0.450 -3.750
O: -1.193 0.209 -4.441
H: 4.945 0.639 1.506
H: 4.376 0.881 0.047
O: 4.411 1.179 0.978
H: -1.567 5.215 0.195
H: -2.042 4.206 1.352
O: -1.412 4.361 0.650
H: 1.556 0.763 -3.198
H: 1.039 -0.628 -2.966
O: 1.882 -0.099 -3.279

## Properties
- 2S+1 = 1
- maximum force (hartree/bohr) = 0.215
- gap between HOMO and LUMO (eV) = 9.2923
- LUMO level (eV) = -2.78
- total charge = +1
- total energy (eV) = -41990.960

# 3
# C17H18N2O2S

A 2-piece molecular cluster, C17H18N2O2S overall at a distorted geometry (ωB97M-V/def2-TZVPD, OMol25).

Atoms and positions in Å:
C: 4.063 1.336 1.324
N: 2.710 1.842 1.528
C: 2.538 3.027 2.356
C: 1.681 1.275 0.918
C: 0.336 1.650 1.096
C: -0.611 1.344 0.143
C: -2.011 1.643 0.224
C: -2.794 1.668 -0.959
C: -4.147 1.978 -0.920
C: -4.768 2.254 0.309
C: -4.012 2.237 1.492
C: -2.648 1.944 1.455
H: 4.756 2.088 1.707
H: 4.233 0.383 1.844
H: 4.233 1.157 0.254
H: 3.543 3.417 2.534
H: 1.917 3.771 1.841
H: 2.058 2.797 3.317
H: 1.936 0.459 0.228
H: 0.056 2.203 2.003
H: -0.253 0.877 -0.780
H: -2.292 1.453 -1.902
H: -4.725 2.000 -1.845
H: -5.835 2.480 0.344
H: -4.492 2.453 2.447
H: -2.050 1.931 2.367
S: 0.022 -1.897 1.459
C: 0.233 -2.684 0.012
C: 1.529 -3.143 -0.410
C: 1.697 -3.765 -1.628
C: 0.586 -3.974 -2.482
N: 0.763 -4.611 -3.738
O: -0.247 -4.827 -4.447
O: 1.922 -4.933 -4.089
C: -0.702 -3.539 -2.084
C: -0.879 -2.909 -0.871
H: 2.382 -2.982 0.250
H: 2.670 -4.113 -1.970
H: -1.531 -3.719 -2.765
H: -1.867 -2.568 -0.563

## Properties
- 2S+1 = 1
- maximum force (hartree/bohr) = 0.036
- gap between HOMO and LUMO (eV) = 4.2525
- LUMO level (eV) = -2.02
- total energy (eV) = -35826.403

# 4
# C20H28ClF5N2O3TeTm

C20H28ClF5N2O3TeTm as an isolated structure at a distorted geometry (ωB97M-V/def2-TZVPD, OMol25).

Atoms and positions in Å:
Tm: 0.492 -1.230 1.105
Cl: 0.778 -3.315 2.701
N: -1.799 -1.292 -0.218
N: 2.048 0.777 1.236
C: -1.777 -2.285 -1.081
C: 3.041 0.844 0.389
C: -3.193 -0.762 -0.286
C: -3.980 -1.943 -0.853
C: -3.281 0.401 -1.252
C: -3.713 -0.352 1.062
H: -2.974 0.108 -2.262
H: -2.638 1.216 -0.911
H: -4.320 0.749 -1.289
H: -3.611 -1.171 1.773
H: -4.771 -0.070 0.976
H: -3.154 0.504 1.425
C: 1.976 2.109 1.929
C: 3.163 2.877 1.339
C: 2.160 1.922 3.420
C: 0.698 2.845 1.571
H: 0.634 2.956 0.479
H: 0.735 3.846 2.021
H: -0.179 2.306 1.935
H: 3.039 1.288 3.597
H: 1.279 1.454 3.860
H: 2.316 2.898 3.895
O: 3.738 1.979 0.345
H: 3.957 3.088 2.071
H: 2.896 3.784 0.780
O: -2.940 -2.745 -1.516
H: -4.724 -1.713 -1.630
H: -4.406 -2.586 -0.067
C: -0.511 -2.814 -1.674
C: 3.368 -0.194 -0.646
C: 2.203 -0.292 -1.604
H: 3.446 -1.162 -0.104
H: 4.289 0.081 -1.177
C: 1.109 -1.011 -1.211
C: 0.297 -1.626 -2.122
H: 0.191 -2.187 3.548
C: 0.219 -1.072 -3.413
C: 1.106 -0.047 -3.719
C: -0.814 -1.587 -4.360
C: 2.175 0.293 -2.882
H: 1.084 0.369 -4.720
C: 3.271 1.243 -3.251
H: 3.095 1.667 -4.243
H: 4.241 0.718 -3.264
H: 3.323 2.048 -2.497
H: -0.746 -2.670 -4.483
H: -0.682 -1.137 -5.338
H: -1.820 -1.345 -4.004
H: -0.764 -3.469 -2.514
H: 0.029 -3.357 -0.869
F: -0.695 1.618 4.462
Te: -1.424 -0.113 3.977
F: -1.985 -0.344 5.831
F: 0.375 -1.045 4.430
F: -2.186 -1.870 3.511
F: -3.010 0.843 3.535
O: -0.674 -0.022 2.255

## Properties
- <S²> = 2.00
- 2S+1 = 3
- maximum force (hartree/bohr) = 0.098
- gap between HOMO and LUMO (alpha / beta) (eV) = 4.0449 / 4.0485
- LUMO level (alpha / beta) (eV) = 2.15 / 2.15
- total charge = -1
- total energy (eV) = -93253.525

- The highest maximum force belongs to which entry?
  C3H31N2O12S

- Among the records above, which one has the highest total energy?
  C17H18N2O2S